<i>
The following is a quantum chemistry calculation of a 2-piece molecular cluster, C4HNO2 overall, from OMol25.

Last column: natural (NBO) charge in e.
Atoms and positions in Å:
C (-0.7582, -0.2607, -0.2025)  0.056
C (1.6286, 0.8866, -0.1254)  0.447
C (1.0522, 3.1222, 0.5200)  -0.230
C (0.4505, 4.0864, 1.0546)  0.594
N (-1.3956, 0.6839, -0.2007)  -0.305
O (1.3362, 1.9553, 0.1996)  -0.302
O (0.0185, 5.0863, 1.4792)  -0.502
H (-0.1841, -1.1503, -0.1959)  0.242

Results
Charge: 0
Highest occupied orbital energy (spin up / spin down) in eV: -9.071 / -9.072

***

<ii>
The following is a quantum chemistry calculation of C4HNO2 in the gas phase, from OMol25.

Last column: natural (NBO) charge in e.
Atoms and positions in Å:
C (-1.1199, 0.0453, 0.0067)  -0.093
C (-0.9541, -1.2556, 0.0192)  -0.083
C (1.1993, -2.3386, -0.1274)  0.544
C (0.8682, 1.5598, -0.0039)  0.860
N (-0.1611, 1.0155, -0.1467)  -0.553
O (0.2431, -1.7678, -0.0165)  -0.366
O (1.8704, 2.1529, 0.0105)  -0.523
H (-1.9459, 0.5886, 0.2581)  0.214

Results
Charge: 0
Highest occupied orbital energy (spin up / spin down) in eV: -9.205 / -9.205

***

Stability, descending: <ii>, <i>

***

<i>
The following is a quantum chemistry calculation of C6H10S as an isolated structure, from OMol25.

Last column: natural (NBO) charge in e.
Atoms and positions in Å:
C (0.7940, -0.2659, 0.1551)  -0.095
C (0.3036, -0.1275, -1.2525)  -0.439
C (-1.0425, 0.5187, -1.0240)  -0.414
C (-1.0224, 0.6167, 0.5180)  -0.210
C (0.4632, 1.0753, 0.7442)  -0.429
C (-0.5321, -0.8084, 0.8616)  -0.416
H (2.0049, -2.2963, 0.3936)  0.122
H (0.2138, -1.1222, -1.8117)  0.214
H (1.1057, 0.4456, -1.7680)  0.216
H (-1.8614, -0.1192, -1.3518)  0.208
H (-1.1961, 1.5234, -1.4586)  0.215
H (-1.8842, 0.9450, 1.1548)  0.222
H (0.8839, 1.9227, 0.1626)  0.203
H (0.7649, 1.2276, 1.8249)  0.224
H (-1.1697, -1.6017, 0.3915)  0.206
H (-0.2685, -0.8682, 1.9366)  0.215
S (2.4428, -1.0656, 0.5238)  -0.041

Results
Charge: 0
Highest occupied orbital energy in eV: -8.933

***

<ii>
The following is a quantum chemistry calculation of C6H10S as an isolated structure, from OMol25.

Last column: natural (NBO) charge in e.
Atoms and positions in Å:
C (-0.2940, -2.1261, 0.3190)  -0.400
C (0.9752, -1.2917, 0.2872)  -0.406
C (0.6321, 0.0679, 0.8714)  -0.241
C (1.2882, 1.2447, 0.1056)  -0.491
C (-0.7960, 0.2322, 0.3405)  -0.333
C (-1.2878, -1.0787, -0.2912)  -0.422
H (-0.5999, -2.4297, 1.3423)  0.198
H (-0.2026, -3.0581, -0.2615)  0.215
H (1.1932, -1.1335, -0.8183)  0.199
H (1.9208, -1.6997, 0.6886)  0.218
H (0.7244, 0.1724, 1.9543)  0.212
H (1.4906, 2.0747, 0.8044)  0.213
H (2.1354, 0.9792, -0.5431)  0.214
H (-1.5103, 0.6548, 1.0708)  0.221
H (-2.3297, -1.3262, -0.0300)  0.215
H (-1.2008, -1.1376, -1.3960)  0.217
S (-0.2955, 1.5384, -0.7879)  0.170

Results
Charge: 0
Highest occupied orbital energy in eV: -8.442

***

Stability, descending: <ii>, <i>

***

<i>
The following is a quantum chemistry calculation of C8H10O in the gas phase, from OMol25.

Last column: natural (NBO) charge in e.
Atoms and positions in Å:
O (2.1792, -0.2108, -2.9682)  -0.679
C (0.1037, 0.4983, -2.0368)  -0.270
C (1.6257, -0.8518, -0.7510)  -0.258
C (-0.8489, 0.6179, -0.9770)  -0.201
C (0.7152, -0.8892, 0.3319)  -0.201
C (1.3032, -0.2104, -1.9071)  0.278
C (-0.5202, -0.1755, 0.1614)  -0.028
C (-0.7894, 0.4809, 2.4817)  -0.584
C (-1.4073, -0.2127, 1.3148)  -0.438
H (2.0092, 0.5047, -3.5545)  0.479
H (-0.2213, 0.9358, -2.9124)  0.203
H (2.5974, -1.3422, -0.7257)  0.224
H (-1.7872, 1.1673, -0.9735)  0.222
H (0.9564, -1.6487, 1.2038)  0.228
H (-1.5889, 0.5500, 3.2885)  0.200
H (-0.5353, 1.5455, 2.3846)  0.206
H (0.1206, 0.0176, 2.8486)  0.203
H (-1.6979, -1.1692, 1.6823)  0.212
H (-2.2143, 0.3925, 1.1085)  0.201

Results
Charge: 0
Highest occupied orbital energy in eV: -8.339
Structure (SMILES): CCc1ccc(O)cc1

***

<ii>
The following is a quantum chemistry calculation of C8H10O as an isolated structure, from OMol25.

Last column: natural (NBO) charge in e.
Atoms and positions in Å:
C (0.9544, -2.9902, 1.3481)  -0.244
C (0.6124, -2.2779, 0.4334)  -0.001
C (0.1835, -1.4415, -0.6721)  -0.508
C (-0.0373, 0.0155, -0.2931)  0.294
C (-1.0943, 0.4521, 0.7548)  -0.435
C (-0.3253, 1.7657, 0.6027)  -0.236
C (-0.6227, 2.0635, -0.8840)  -0.077
C (0.9856, 0.9079, 0.3948)  -0.431
H (1.2048, -3.6462, 2.1416)  0.235
H (-0.7565, -1.8155, -1.0918)  0.249
H (0.9644, -1.4956, -1.4464)  0.248
H (-0.9589, -0.0325, 1.7287)  0.222
H (-2.1462, 0.4077, 0.4147)  0.212
H (-0.3961, 2.6191, 1.2878)  0.219
H (-1.6557, 2.3987, -1.0816)  0.178
H (0.0497, 2.7595, -1.3523)  0.179
H (1.3012, 0.4389, 1.3121)  0.219
H (1.8117, 1.2780, -0.2154)  0.214
O (-0.4196, 0.7647, -1.4754)  -0.535

Results
Charge: 0
Highest occupied orbital energy in eV: -9.558

***

Stability, descending: <i>, <ii>

***

<i>
The following is a quantum chemistry calculation of a 40-piece molecular cluster, H80O40 overall, from OMol25.

Last column: Löwdin charge in e.
Atoms and positions in Å:
H (2.0528, 4.6983, 4.4498)  0.030
H (2.1525, 3.1569, 5.0235)  0.041
O (2.5343, 3.8776, 4.5232)  -0.043
H (0.9969, 1.5049, -4.7699)  0.031
H (-0.4423, 2.2328, -5.1647)  -0.008
O (0.2600, 1.6058, -5.3716)  -0.054
H (-2.7698, 1.0059, 1.9514)  0.045
H (-1.8202, -0.1572, 1.6823)  0.053
O (-2.4218, 0.1947, 2.3489)  -0.053
H (0.3888, 4.5066, -0.8711)  -0.001
H (-0.9063, 3.7482, -1.1292)  0.032
O (-0.0228, 3.6463, -0.7583)  -0.059
H (-3.1373, -0.5125, -3.8893)  0.004
H (-4.1893, -0.3100, -4.9510)  0.049
O (-3.9542, -0.8997, -4.2261)  -0.033
H (-1.4825, -1.2358, 6.7323)  0.032
O (-0.7489, -0.6831, 6.4589)  -0.050
H (2.9139, -3.9139, 1.5941)  0.021
O (3.6411, -3.3022, 1.4971)  -0.025
H (3.8838, 1.7558, -4.3995)  0.048
H (5.1525, 0.9382, -3.9414)  0.059
O (4.5461, 1.6479, -3.7175)  -0.060
H (2.4388, -3.9365, -2.0243)  0.017
H (1.0153, -3.5652, -2.8298)  0.056
O (1.7258, -3.3379, -2.2188)  -0.046
H (2.3933, -0.7640, -3.1360)  0.003
H (2.9965, 0.7093, -2.3983)  0.021
O (2.9732, -0.0198, -3.0090)  -0.053
H (-3.4255, 4.2720, 1.2634)  0.040
H (-3.3974, 2.7923, 1.1728)  -0.005
O (-3.0646, 3.5701, 0.7094)  -0.057
H (-1.0999, 5.6785, -0.8411)  0.031
O (-0.3602, 6.1751, -1.1956)  -0.054
H (-0.8099, -1.6521, 3.2100)  0.006
H (-0.1597, -2.9987, 3.1010)  0.030
O (-0.5342, -2.3108, 2.5333)  -0.076
H (3.1446, 3.2122, 0.0420)  0.008
H (3.0919, 4.8677, 0.3154)  0.037
O (3.5630, 4.0694, 0.0886)  -0.027
H (0.9522, 1.4796, 1.0842)  0.067
H (-0.1888, 1.5837, 0.2920)  0.045
O (0.0692, 1.0757, 1.0722)  -0.034
H (3.3520, 0.4652, 4.0842)  0.021
H (3.2402, -0.1784, 2.6933)  -0.019
O (3.1238, -0.3544, 3.6482)  -0.079
H (-4.3730, 2.7569, -1.9818)  0.062
H (-5.3457, 1.7289, -2.5573)  0.047
O (-4.4195, 1.9880, -2.5623)  -0.068
H (4.9475, 1.3111, -1.6675)  0.025
H (5.1755, 1.9075, -0.1991)  0.057
O (4.7638, 1.2147, -0.7263)  -0.036
H (-1.5456, -0.8377, -5.9680)  0.025
O (-0.7418, -0.9265, -6.4820)  -0.050
H (1.7720, -1.8646, 4.4804)  0.018
H (1.9879, -3.2892, 3.7008)  0.020
O (1.5301, -2.7965, 4.3820)  -0.053
H (1.7985, -2.7992, -5.3111)  0.021
O (2.3504, -2.2089, -4.8000)  -0.063
H (-2.7970, 2.6309, -3.9780)  0.019
H (-2.1192, 3.4709, -5.1511)  0.065
O (-1.9981, 2.7782, -4.4923)  -0.041
H (2.5192, -4.5462, -0.1317)  0.012
H (3.2565, -5.7412, 0.0411)  0.082
O (2.4484, -5.4835, -0.4291)  -0.058
H (1.4898, -2.6075, -0.6035)  0.026
H (0.6675, -2.3171, 0.6446)  0.035
O (0.9941, -1.8589, -0.1615)  -0.082
H (-3.6850, -0.5848, 4.9232)  0.048
H (-3.3353, 0.3875, 3.8840)  -0.016
O (-3.0619, 0.1380, 4.7627)  -0.064
H (2.4370, -0.7603, 0.5191)  0.022
H (3.4855, 0.3462, 0.3175)  0.012
O (3.1966, -0.3380, 0.9612)  -0.083
H (-5.1760, 0.1516, -0.0114)  0.043
H (-5.0556, 0.5655, -1.5764)  0.033
O (-5.2286, 0.8749, -0.6435)  -0.094
H (-0.5337, -5.2217, 0.5439)  0.043
H (0.9611, -5.3532, 0.3321)  -0.022
O (0.2924, -5.2297, 1.0425)  -0.073
H (-5.1072, 2.5212, 3.4567)  0.065
H (-3.8050, 2.6940, 4.2537)  0.044
O (-4.1877, 2.7986, 3.3765)  -0.037
H (3.4772, 2.0340, 1.4767)  -0.002
H (3.8622, 2.5843, 2.7017)  0.058
O (3.8945, 1.7034, 2.2808)  -0.054
H (-0.8896, -3.3938, -4.3133)  0.072
H (-0.2585, -2.6791, -5.4936)  0.035
O (-0.0434, -3.0395, -4.6252)  -0.085
H (-3.9607, -4.0102, -2.5920)  0.033
O (-3.1102, -3.7220, -2.2740)  -0.047
H (-3.4923, -3.7658, 1.9492)  0.041
H (-2.7497, -2.5621, 1.6880)  -0.010
O (-3.5360, -3.0147, 1.3412)  -0.064
H (-0.0750, -0.2535, -6.2814)  0.025
H (-0.3295, -1.0898, 5.6955)  -0.002
H (2.1766, -2.4390, -3.8726)  -0.017
H (3.8409, -2.6308, 2.1515)  0.046
H (0.1496, 6.5246, -0.4604)  0.024
H (-2.8301, -2.8102, -2.2950)  -0.009
O (-3.1732, -2.7751, 3.9353)  -0.048
H (-3.2115, -2.1826, 3.1856)  -0.009
H (-2.4577, -2.6145, 4.5518)  0.037
O (-2.4617, -0.1782, -1.3145)  -0.027
H (-1.5427, -0.2755, -1.0947)  0.006
H (-2.7073, -0.3753, -2.2064)  -0.022
O (-0.0750, -0.1037, 3.8958)  -0.071
H (-0.9473, 0.2821, 4.1243)  0.030
H (0.0151, 0.5454, 3.1855)  0.018
O (-0.1756, 6.1013, 1.6120)  -0.041
H (-0.4147, 5.1776, 1.7335)  0.034
H (0.7133, 6.4348, 1.6909)  0.039
O (-0.7842, -1.4270, -2.7350)  -0.055
H (-0.1529, -1.3844, -3.4607)  0.030
H (-0.3457, -1.2111, -1.9000)  0.025
O (4.3922, -3.7397, -1.3105)  -0.036
H (4.9846, -3.9764, -2.0235)  0.062
H (4.6826, -3.0483, -0.7084)  0.051
O (-1.1602, 2.7650, 2.7931)  -0.056
H (-0.9455, 1.9006, 2.4026)  -0.022
H (-1.5831, 2.8109, 3.6494)  0.038

Results
Charge: 0
Highest occupied orbital energy in eV: -10.345

***

<ii>
The following is a quantum chemistry calculation of a 40-piece molecular cluster, H80O40 overall, from OMol25.

Last column: Löwdin charge in e.
Atoms and positions in Å:
H (1.0755, -3.0396, 5.3995)  -0.022
H (0.1428, -2.5598, 6.3634)  0.039
O (1.0314, -2.8972, 6.3098)  -0.009
H (2.1887, 0.4396, -0.7354)  -0.033
H (2.5379, 1.8773, -0.6246)  0.043
O (1.8576, 1.2701, -0.8591)  -0.013
H (-5.1069, 2.5708, -1.4876)  0.020
H (-4.0249, 1.5975, -0.8900)  0.073
O (-4.1640, 2.4701, -1.4073)  -0.086
H (0.9539, 0.6837, 5.7248)  0.031
H (1.2816, -0.5072, 6.7254)  0.073
O (0.7959, -0.2600, 5.9225)  -0.068
H (0.9092, 2.7469, -4.5851)  0.104
H (0.7831, 2.2934, -2.9521)  0.027
O (1.1921, 2.9057, -3.6229)  -0.109
H (0.0020, -3.9213, -3.2816)  -0.068
O (0.8055, -3.8705, -3.6017)  0.112
H (-1.5721, -2.2111, 2.6748)  0.014
O (-0.8284, -2.8807, 2.6543)  -0.131
H (-1.7263, -1.1183, 0.1736)  0.114
H (-1.4721, 0.0318, 1.2801)  0.020
O (-1.7748, -0.8702, 1.2103)  -0.088
H (-3.9271, 1.9979, 1.4766)  0.074
H (-3.4878, 3.2136, 0.5485)  0.039
O (-3.3301, 2.8709, 1.4644)  -0.120
H (-3.8493, -1.6970, -2.0854)  0.099
H (-2.7317, -2.5276, -0.8914)  -0.014
O (-3.1588, -1.8792, -1.3701)  -0.072
H (-1.0750, 3.6271, -2.9307)  0.051
H (-1.9704, 2.7751, -2.0005)  -0.044
O (-1.1509, 2.9952, -2.2525)  0.021
H (-6.3122, 2.2783, 0.9015)  0.037
O (-6.1354, 2.7786, 0.1166)  -0.080
H (2.3860, -0.0024, -2.6810)  0.099
H (1.8390, -1.4328, -2.7077)  -0.053
O (2.3146, -0.8879, -3.2287)  -0.038
H (3.2111, 0.4992, 3.7635)  0.060
H (4.2471, 0.3078, 4.7889)  0.013
O (4.0287, 0.9707, 4.1568)  -0.063
H (-2.0171, 3.3299, 2.3848)  0.028
H (-2.1146, 4.0790, 3.6840)  0.053
O (-1.7696, 4.1976, 2.8100)  -0.084
H (1.4143, 5.1243, 1.7558)  -0.019
H (1.8700, 6.1977, 2.5752)  0.028
O (2.0950, 5.7756, 1.7541)  -0.035
H (-1.9525, 5.6382, -0.2322)  -0.107
H (-1.7071, 5.7817, 1.2645)  0.003
O (-2.2223, 5.9004, 0.5011)  0.074
H (3.6704, -4.3413, 0.3955)  0.034
H (3.9631, -4.1566, 1.9002)  0.096
O (3.9154, -3.6432, 1.0456)  -0.081
H (4.7516, 0.3196, 0.4607)  0.091
O (4.2381, 0.7681, -0.3354)  -0.091
H (2.2521, -1.9836, 4.3114)  0.003
H (1.6952, -2.1185, 2.8819)  -0.007
O (2.4730, -2.0453, 3.3966)  0.003
H (1.9320, 2.8187, 5.1653)  -0.036
O (1.9283, 2.5387, 6.0318)  0.001
H (1.4028, -3.0008, -0.4928)  0.037
H (2.6240, -2.6259, 0.5320)  -0.029
O (2.1687, -2.4825, -0.2624)  -0.034
H (-1.7892, -1.2503, -4.1960)  0.033
H (-0.3483, -1.4755, -4.3155)  0.001
O (-1.1337, -1.9932, -4.2336)  -0.045
H (1.0435, -0.2630, 2.1029)  0.034
H (0.6037, 1.1430, 1.9748)  -0.035
O (0.5237, 0.4100, 2.4663)  0.048
H (-3.9322, 2.3862, -3.7868)  -0.013
H (-2.4825, 2.1059, -4.0645)  -0.012
O (-3.3448, 1.8477, -4.2183)  0.024
H (4.3365, 3.7081, -3.7969)  0.045
H (2.9236, 3.0743, -3.3921)  0.018
O (3.9313, 2.9725, -3.3134)  -0.101
H (-0.0154, 4.2334, 3.3338)  -0.016
H (0.5686, 2.9367, 2.7750)  0.093
O (0.6490, 3.5968, 3.6117)  -0.100
H (-3.9486, -4.9938, 1.8726)  0.042
H (-3.5117, -4.1597, 3.1644)  -0.030
O (-3.8058, -4.0979, 2.3092)  -0.067
H (5.7197, -0.9076, 1.2282)  -0.088
H (6.0833, -0.3489, 2.5283)  0.027
O (5.5943, -0.9766, 2.0630)  0.064
H (-3.4723, -0.0176, 1.4477)  0.079
H (-4.2351, -0.2327, 0.1657)  0.050
O (-4.1311, 0.4500, 0.8440)  -0.093
H (-1.9066, -3.0234, -2.7956)  0.047
H (-0.8333, -3.1077, -1.5290)  -0.027
O (-1.4218, -3.4556, -2.0914)  -0.014
H (0.3008, 2.6617, -0.4485)  0.005
O (-0.2767, 2.4735, 0.2547)  0.022
H (-0.5541, -0.4164, 3.4232)  -0.050
H (-0.7077, -0.1881, 4.6907)  0.044
O (-1.2928, -0.6137, 3.9941)  -0.094
H (4.7663, 1.5457, -0.6610)  0.084
H (0.8457, -4.5941, -3.9906)  -0.061
H (2.0328, 1.6057, 6.0786)  -0.024
H (-0.7485, -2.8079, 3.6646)  0.054
H (-5.7834, 3.7310, 0.2815)  0.122
H (-1.0377, 2.0247, 0.1926)  -0.043
O (-2.9101, -6.0982, 0.7807)  -0.020
H (-3.0742, -6.1098, -0.1651)  0.060
H (-2.0646, -5.7525, 0.9015)  0.015
O (-0.6049, 0.0164, -2.3614)  -0.108
H (-0.4473, 0.9037, -1.8406)  0.062
H (-0.3184, -0.6899, -1.6413)  0.103
O (2.5105, -4.9671, -1.2784)  -0.137
H (2.7946, -3.9079, -1.2932)  0.110
H (3.1470, -5.5083, -1.7596)  0.039
O (-4.0437, -0.9857, -4.2738)  -0.116
H (-4.4743, -0.0584, -4.2785)  0.072
H (-3.0473, -0.7800, -4.5167)  0.061
O (0.7473, -2.7692, -6.2997)  0.000
H (0.0799, -3.4534, -5.9828)  0.078
H (1.1496, -2.6260, -5.5653)  -0.119
O (4.3935, 0.4052, -4.4719)  -0.057
H (3.8336, -0.3204, -4.7694)  0.015
H (3.7957, 0.8663, -3.8815)  -0.026
O (0.8151, 0.5822, -4.8984)  -0.112
H (0.3432, 0.2971, -4.0513)  0.014
H (1.7690, 0.2627, -4.9749)  0.063

Results
Charge: 0
Highest occupied orbital energy in eV: -10.656

***

Stability, descending: <i>, <ii>